*A*
Density functional theory data (wB97M-V/def2-TZVPD) for 2 unconnected molecules or ions with the total composition CHNO3.

Structure (ORCA input):
```
! RIJCOSX wB97M-V def2-TZVPD def2/J DEFGRID3
* xyz 0 1
C 0.1538 -0.7286 -0.3952
N 2.6888 -0.1398 -0.0590
O -0.3368 -1.7816 -0.2142
O 3.4866 -0.9213 0.2810
O 2.7127 1.0533 -0.3335
H 0.2678 0.2973 -0.8105
*
```


*B*
Density functional theory data (wB97M-V/def2-TZVPD) for CHNO3 in the gas phase.

SMILES: O=NC(=O)O

Structure (ORCA input):
```
! RIJCOSX wB97M-V def2-TZVPD def2/J DEFGRID3
* xyz 0 1
O 2.2733 -0.6443 0.0977
N 1.1054 -0.2556 -0.0996
C -0.1239 0.3224 0.0052
O -0.1581 1.5247 -0.0223
O -1.0734 -0.6326 0.0794
H -2.0234 -0.3147 -0.0605
*
```


Relative energies, unit eV: *A* 1.831; *B* 0.000


*A*
Density functional theory data (wB97M-V/def2-TZVPD) for 2 unconnected molecules or ions with the total composition C5H14N2.

Structure (ORCA input):
```
! RIJCOSX wB97M-V def2-TZVPD def2/J DEFGRID3
* xyz 0 1
C 0.9564 -2.1643 -1.4395
C -2.0018 0.0920 1.2651
C -0.6764 1.9789 0.0426
C 0.5307 -0.7448 -0.9981
C -0.7047 0.8385 1.0194
N 2.0468 0.0091 0.5327
N 0.8055 -0.5802 0.3597
H 2.0015 -2.3677 -1.4226
H 0.5426 -2.9863 -0.8139
H 0.6481 -2.3091 -2.4924
H -2.8703 0.6464 0.6476
H -1.9048 -0.9485 0.9678
H -2.1196 0.1412 2.3411
H 0.3427 2.4270 -0.2958
H -1.1319 2.7662 0.5165
H -1.1581 1.8007 -0.9597
H 1.1877 -0.0988 -1.6803
H -0.5433 -0.5763 -1.4273
H -0.3403 1.2400 2.0470
H 2.1250 0.9296 0.2603
H 2.2640 -0.0936 1.5297
*
```


*B*
Density functional theory data (wB97M-V/def2-TZVPD) for C5H14N2 in the gas phase.

SMILES: CCC[C@H](N)CN

Structure (ORCA input):
```
! RIJCOSX wB97M-V def2-TZVPD def2/J DEFGRID3
* xyz 0 1
C -0.2687 -2.1113 1.7814
C -1.2286 -0.9854 1.2265
C -0.6535 -0.6237 -0.1789
C 0.2831 0.5896 -0.2438
N 0.1628 1.6756 0.7228
C 0.2010 0.9726 -1.6863
N 1.6847 1.2814 -2.0213
H -0.7650 -3.0755 1.7147
H 0.0517 -1.8056 2.8340
H 0.6691 -2.1332 1.2132
H -1.3821 -0.1003 1.9272
H -2.2192 -1.4902 1.1709
H 0.0204 -1.4871 -0.4310
H -1.4799 -0.6074 -0.9612
H 1.2945 0.1054 -0.1272
H -0.8122 2.0900 0.6289
H 0.9289 2.2966 0.3852
H -0.7074 1.5947 -1.7954
H -0.1058 0.0862 -2.2634
H 2.3643 1.5765 -1.2363
H 1.9618 2.1512 -2.6601
*
```


*C*
Density functional theory data (wB97M-V/def2-TZVPD) for C5H14N2 in the gas phase.

SMILES: CCC[C@@H](N)CN

Structure (ORCA input):
```
! RIJCOSX wB97M-V def2-TZVPD def2/J DEFGRID3
* xyz 0 1
C -2.1993 2.1819 -0.3151
C -0.7005 1.6235 -0.2981
C -0.4531 0.1594 -0.6399
C 0.8844 -0.3382 0.0092
N 1.1482 0.2045 1.3130
C 0.6841 -1.9147 0.0959
N 1.9130 -2.5571 -0.3086
H -2.8989 1.8166 0.3819
H -2.3712 3.1835 -0.0605
H -2.4781 1.7658 -1.2476
H -0.1581 2.1331 -1.0614
H -0.3621 1.9110 0.7035
H -0.3378 -0.0052 -1.6711
H -1.3543 -0.2728 -0.2128
H 1.6614 -0.1600 -0.6797
H 0.3031 0.6318 1.7410
H 1.8557 -0.0660 1.9615
H 0.5109 -2.1685 1.0962
H -0.0513 -2.1635 -0.6187
H 2.7339 -2.4255 0.3390
H 1.6700 -3.5398 -0.5279
*
```


Relative energies, unit eV: *A* 2.427; *B* 0.324; *C* 0.000


*A*
Density functional theory data (wB97M-V/def2-TZVPD) for C5H14N2 in the gas phase.

SMILES: CNCCCCN

Structure (ORCA input):
```
! RIJCOSX wB97M-V def2-TZVPD def2/J DEFGRID3
* xyz 0 1
C 2.1587 -1.2464 0.0845
N 1.6919 0.2653 0.1059
C 0.8162 0.6114 -1.1108
C -0.4565 1.4893 -0.6764
C -1.0426 1.0151 0.7663
C -1.3490 -0.5085 0.9419
N -2.4497 -0.8966 0.0264
H 2.9111 -1.0690 0.9025
H 2.6759 -1.5366 -0.8830
H 1.3932 -1.9522 0.3819
H 2.5463 0.7536 0.0603
H 1.4576 0.9867 -1.9643
H 0.3853 -0.1939 -1.7202
H -0.2476 2.5081 -0.4965
H -1.1516 1.2836 -1.5918
H -0.3241 1.3301 1.6774
H -1.9043 1.6410 0.8910
H -1.6182 -0.3012 2.1228
H -0.5702 -1.3323 0.8446
H -2.9497 -1.5977 0.5162
H -1.9729 -1.2498 -0.8787
*
```


*B*
Density functional theory data (wB97M-V/def2-TZVPD) for C5H14N2 in the gas phase.

SMILES: C[C@@H](N)CN(C)C

Structure (ORCA input):
```
! RIJCOSX wB97M-V def2-TZVPD def2/J DEFGRID3
* xyz 0 1
C -1.9484 1.7656 0.3319
C -0.7503 0.8588 0.5596
N -0.9450 0.0399 1.7597
C -0.4829 -0.1645 -0.5501
N 0.7745 -0.8650 -0.2657
C 1.0783 -1.7661 -1.3807
C 1.9529 -0.1279 0.3375
H -2.9912 1.2654 0.4501
H -1.8258 2.5650 1.0513
H -1.8755 2.3039 -0.7149
H 0.1203 1.5032 0.8049
H -1.6357 -0.8064 1.5105
H -0.0093 -0.2594 2.0515
H -1.4108 -0.8259 -0.6331
H -0.2364 0.3462 -1.5782
H 0.6765 -2.7257 -1.4182
H 0.8018 -1.3060 -2.3490
H 2.1364 -1.8423 -1.5983
H 1.4631 0.2473 1.2070
H 2.4080 0.6649 -0.2038
H 2.6996 -0.8709 0.6281
*
```


Relative energies, unit eV: *A* 0.906; *B* 0.000


*A*
Density functional theory data (wB97M-V/def2-TZVPD) for a molecular structure, C5H14N2.

Structure (ORCA input):
```
! RIJCOSX wB97M-V def2-TZVPD def2/J DEFGRID3
* xyz 0 1
C -1.7578 0.1557 -0.3651
C 0.7258 0.2387 0.4666
C 0.0445 0.8986 -0.5913
C 2.4474 1.1831 0.2060
C 1.0188 -1.2355 0.3770
N -1.9951 -1.0631 -1.0912
N -2.1848 0.1178 0.9983
H -2.2845 0.9621 -0.8796
H 0.4229 0.5599 1.4611
H -1.7675 -0.9757 -2.0743
H -1.4907 -1.8524 -0.7041
H -1.7476 -0.6404 1.5092
H -3.1925 -0.0056 1.0724
H -0.1141 1.9613 -0.4464
H 0.3231 0.6019 -1.5993
H 0.2009 -1.8300 0.7898
H 1.9089 -1.4728 0.9605
H 1.1986 -1.5419 -0.6533
H 2.9497 0.9948 1.1515
H 2.9486 0.6921 -0.6242
H 2.3453 2.2512 0.0363
*
```


*B*
Density functional theory data (wB97M-V/def2-TZVPD) for 2 unconnected molecules or ions with the total composition C5H14N2.

SMILES: CN=C(C)C.CN

Structure (ORCA input):
```
! RIJCOSX wB97M-V def2-TZVPD def2/J DEFGRID3
* xyz 0 1
C -1.9745 1.0389 0.2879
N -1.2440 0.2619 -0.6994
C -0.3775 -0.6711 -0.2801
C -0.2722 -1.0971 1.1703
C -0.1287 -1.7925 -1.2734
H -2.6672 1.7031 -0.2363
H -2.5711 0.4139 0.9647
H -1.3242 1.6842 0.8977
H 0.6283 -1.6967 1.3247
H -0.2616 -0.2375 1.8414
H -1.1373 -1.7121 1.4286
H 0.7885 -2.3366 -1.0316
H -0.9663 -2.4929 -1.2424
H -0.0714 -1.3849 -2.2857
C 1.8630 1.4843 0.3223
N 1.3672 0.7381 -0.8261
H 1.1510 2.2676 0.5876
H 2.8388 1.9296 0.1156
H 1.9731 0.8352 1.1950
H 2.0261 0.0188 -1.1169
H 0.3602 1.0456 -1.1436
*
```


*C*
Density functional theory data (wB97M-V/def2-TZVPD) for C5H14N2 in the gas phase.

SMILES: CC(C)CNCN

Structure (ORCA input):
```
! RIJCOSX wB97M-V def2-TZVPD def2/J DEFGRID3
* xyz 0 1
C 1.0371 -0.9545 -2.2044
C 0.2490 -1.0036 -0.9111
C -1.2259 -1.3394 -1.1326
C 0.2969 0.2703 -0.0097
N -0.4626 -0.0051 1.2100
C -0.6130 1.2088 2.0006
N 0.6367 1.9563 2.1574
H 1.9818 -0.4160 -2.0753
H 0.6455 -0.3951 -3.0739
H 1.0898 -1.9740 -2.5747
H 0.7327 -1.7293 -0.2390
H -1.5732 -0.6795 -1.9844
H -1.4218 -2.3408 -1.4926
H -1.9835 -0.9257 -0.4725
H -0.2875 1.0217 -0.5674
H 1.3427 0.5822 0.0519
H 0.0836 -0.6909 1.7240
H -1.4877 1.7791 1.6954
H -0.8585 1.0166 3.0517
H 0.6036 2.9256 1.9119
H 1.2145 1.6933 2.9346
*
```


Relative energies, unit eV: *A* 1.510; *B* 1.176; *C* 0.000


*A*
Density functional theory data (wB97M-V/def2-TZVPD) for C5H14N2 in the gas phase.

SMILES: CCC[C@@H](N)CN

Structure (ORCA input):
```
! RIJCOSX wB97M-V def2-TZVPD def2/J DEFGRID3
* xyz 0 1
C -0.2078 1.9384 -1.5900
C 0.2775 2.0729 -0.1394
C -0.1092 0.9101 0.7630
C 0.3742 -0.4987 0.2853
N 1.5189 -0.8982 1.1002
C -0.7804 -1.4844 0.3502
N -0.3687 -2.8101 -0.0943
H 0.4066 1.2024 -2.1169
H -1.2362 1.5750 -1.6308
H -0.1336 2.8837 -2.1220
H 1.3644 2.1741 -0.1185
H -0.1300 3.0038 0.2549
H -1.1908 0.8709 0.9106
H 0.3247 1.1021 1.7459
H 0.7317 -0.3659 -0.7363
H 1.2484 -0.9077 2.0790
H 1.7736 -1.8610 0.8981
H -1.1023 -1.5293 1.3907
H -1.6278 -1.0891 -0.2087
H -1.0775 -3.5141 0.0323
H -0.0559 -2.7748 -1.0534
*
```


*B*
Density functional theory data (wB97M-V/def2-TZVPD) for C5H14N2 in the gas phase.

SMILES: CN[C@H](C)CCN

Structure (ORCA input):
```
! RIJCOSX wB97M-V def2-TZVPD def2/J DEFGRID3
* xyz 0 1
C -2.4001 -1.0987 0.7766
N -1.0447 -0.6779 1.0568
C -0.0059 -0.4637 0.0864
C 0.7372 -1.7820 -0.3300
C 1.0247 0.5904 0.5474
C 1.4764 1.3303 -0.7533
N 0.4225 2.2596 -1.2032
H -3.0458 -1.5149 1.5753
H -2.5216 -2.0674 -0.0218
H -3.0402 -0.2059 0.4334
H -0.6145 -1.3188 1.7098
H -0.5848 -0.0535 -0.8250
H 0.1645 -2.5908 0.2677
H 0.6944 -2.0926 -1.3842
H 1.7189 -1.5093 -0.2044
H 1.8690 -0.0006 0.9501
H 0.5121 1.2868 1.1999
H 1.7189 0.4185 -1.4994
H 2.3729 1.8820 -0.5267
H -0.5567 2.1089 -1.0937
H 0.6747 3.1278 -1.5178
*
```


*C*
Density functional theory data (wB97M-V/def2-TZVPD) for C5H14N2 in the gas phase.

SMILES: CC(C)[C@@H](N)CN

Structure (ORCA input):
```
! RIJCOSX wB97M-V def2-TZVPD def2/J DEFGRID3
* xyz 0 1
C 1.9037 -0.5655 -0.6686
C 1.0987 0.5397 0.0458
C 1.2628 0.3804 1.5652
C -0.3651 0.5638 -0.4245
N -0.6102 0.1631 -1.7486
C -1.3704 -0.3142 0.4692
N -2.7054 -0.4003 -0.0688
H 2.1954 -0.4007 -1.6969
H 2.8275 -0.7091 -0.1316
H 1.2456 -1.4363 -0.6260
H 1.4662 1.5206 -0.2034
H 2.2964 0.3369 1.8465
H 0.6563 1.1876 1.9539
H 0.7895 -0.4899 1.9986
H -0.7006 1.5968 -0.0920
H -1.4394 -0.4085 -1.7986
H 0.2410 0.1046 -2.3392
H -0.8425 -1.2556 0.6553
H -1.3813 0.2717 1.4025
H -3.3751 -1.1704 -0.0684
H -3.1931 0.4854 -0.0703
*
```


Relative energies, unit eV: *A* 0.000; *B* 2.295; *C* 1.072


*A*
Density functional theory data (wB97M-V/def2-TZVPD) for C5H14N2 in the gas phase.

SMILES: CCCCNCN

Structure (ORCA input):
```
! RIJCOSX wB97M-V def2-TZVPD def2/J DEFGRID3
* xyz 0 1
C -2.3344 -2.0052 0.0925
C -1.8712 -0.4851 0.0005
C -0.8471 -0.3133 -1.1120
C 0.6437 -0.6497 -0.7891
N 0.9873 -0.0600 0.5424
C 1.0416 1.3604 0.8190
N 2.3240 2.2076 0.5263
H -2.7469 -2.3933 -0.8543
H -1.6061 -2.6261 0.3573
H -3.1876 -1.9934 0.7938
H -2.7799 0.2379 -0.2284
H -1.5526 0.0232 1.0675
H -0.8185 0.7381 -1.4692
H -1.0937 -0.8640 -1.9868
H 0.6807 -1.7385 -0.9192
H 1.4455 -0.2477 -1.5760
H 1.7632 -0.5000 1.1599
H 0.9110 1.4769 1.8418
H 0.4244 1.7783 0.0719
H 2.4479 2.0630 -0.5530
H 3.1373 1.5704 0.7481
*
```


*B*
Density functional theory data (wB97M-V/def2-TZVPD) for C5H14N2 in the gas phase.

SMILES: CCCNCCN

Structure (ORCA input):
```
! RIJCOSX wB97M-V def2-TZVPD def2/J DEFGRID3
* xyz 0 1
C 2.1745 0.2649 -2.6147
C 1.4803 0.7894 -1.3760
C 0.8533 -0.4276 -0.6297
N -0.0005 -0.3203 0.5101
C -1.4692 -0.3860 0.4783
C -2.1576 -0.2999 1.8330
N -1.2679 0.1240 2.9191
H 1.3872 -0.1129 -3.3065
H 2.7156 -0.6762 -2.4219
H 2.7560 1.0805 -3.0247
H 2.1582 1.2526 -0.6321
H 0.6349 1.4635 -1.5962
H 0.3257 -1.0654 -1.3565
H 1.7063 -1.0225 -0.3764
H 0.2901 0.3517 1.2074
H -1.6708 -1.3906 0.0513
H -1.7860 0.3798 -0.2480
H -2.3811 -1.3221 2.1374
H -3.0594 0.3139 1.6432
H -1.6599 -0.1044 3.8223
H -1.0298 1.1076 2.9805
*
```


Relative energies, unit eV: *A* 1.169; *B* 0.000